No. 1
Computed, not measured: C32H16AuN8O as an isolated structure in a non-equilibrium geometry, with the ωB97M-V functional and the def2-TZVPD basis.

Atoms and positions in Å:
Au: 0.266 0.681 0.286
C: -5.502 1.851 2.834
C: -5.681 2.695 1.740
C: -4.875 2.585 0.609
C: -3.915 1.596 0.604
C: -2.866 1.209 -0.370
N: -2.507 1.938 -1.344
C: -1.345 1.659 -2.062
C: -1.265 1.609 -3.458
C: -2.236 1.700 -4.480
C: -1.828 1.607 -5.780
C: -0.453 1.426 -6.108
C: 0.504 1.340 -5.138
C: 0.105 1.436 -3.785
C: 0.794 1.369 -2.573
N: 2.148 1.167 -2.462
C: 2.641 0.394 -1.571
N: 1.931 -0.371 -0.617
C: 2.793 -0.863 0.254
N: 2.507 -1.610 1.347
C: 1.334 -1.588 1.918
N: 0.285 -0.748 1.735
C: -0.853 -1.306 2.320
N: -2.100 -1.052 2.203
C: -2.620 -0.139 1.316
N: -2.237 0.027 0.094
C: -3.731 0.762 1.697
C: -4.512 0.873 2.830
C: -0.393 -2.437 3.168
C: -1.072 -3.247 4.056
C: -0.341 -4.239 4.700
C: 1.019 -4.414 4.446
C: 1.689 -3.602 3.538
C: 0.953 -2.614 2.914
C: 4.170 -0.564 -0.156
C: 5.397 -0.923 0.381
C: 6.535 -0.482 -0.276
C: 6.441 0.292 -1.437
C: 5.210 0.650 -1.968
C: 4.074 0.209 -1.309
N: -0.092 1.573 -1.523
H: -6.140 1.966 3.702
H: -6.453 3.453 1.777
H: -4.987 3.251 -0.236
H: -3.280 1.838 -4.225
H: -2.555 1.673 -6.581
H: -0.169 1.356 -7.152
H: 1.548 1.200 -5.390
H: -4.352 0.226 3.683
H: -2.129 -3.102 4.234
H: -0.833 -4.889 5.413
H: 1.559 -5.197 4.965
H: 2.741 -3.730 3.320
H: 5.453 -1.523 1.279
H: 7.514 -0.739 0.110
H: 7.349 0.619 -1.927
H: 5.128 1.255 -2.862
O: -0.766 1.894 1.316

## Properties
- spin multiplicity = 1
- energy (hartree) = -1878.0325
- LUMO level (eV) = 1.33
- highest occupied orbital energy (eV) = -3.42
- total charge = -1
- HOMO-LUMO gap (eV) = 4.75

No. 2
Computed, not measured: C32H19CoF5NOPSe as an isolated structure in a non-equilibrium geometry, with the ωB97M-V functional and the def2-TZVPD basis.

Atoms and positions in Å:
Co: 0.025 -0.173 1.446
O: -2.198 0.592 2.179
C: -1.274 1.045 1.548
C: -1.240 2.403 0.943
C: -2.142 3.422 1.237
C: -1.992 4.638 0.594
C: -0.966 4.837 -0.324
C: -0.071 3.822 -0.622
C: -0.213 2.597 0.016
P: 0.779 1.102 -0.206
C: 0.269 0.467 -1.842
C: 1.009 -0.574 -2.402
C: 0.590 -1.191 -3.569
C: -0.584 -0.782 -4.190
C: -1.330 0.246 -3.635
C: -0.907 0.869 -2.467
C: 2.467 1.712 -0.493
C: 3.320 1.813 0.604
C: 4.594 2.337 0.453
C: 5.028 2.755 -0.797
C: 4.186 2.650 -1.895
C: 2.909 2.132 -1.746
H: -2.928 3.254 1.960
H: -2.675 5.448 0.814
H: -0.861 5.800 -0.809
H: 0.727 3.989 -1.336
H: 1.920 -0.910 -1.919
H: 1.179 -1.994 -3.995
H: -0.914 -1.264 -5.101
H: -2.248 0.570 -4.109
H: -1.504 1.667 -2.042
H: 2.992 1.483 1.582
H: 5.249 2.409 1.311
H: 6.024 3.162 -0.916
H: 4.525 2.968 -2.872
H: 2.260 2.049 -2.609
F: -1.356 -2.860 7.774
C: -0.720 -2.232 6.783
C: 0.339 -1.384 7.058
F: 0.726 -1.198 8.323
C: 0.986 -0.733 6.024
F: 1.999 0.081 6.341
C: 0.617 -0.899 4.695
Se: 1.527 0.016 3.301
C: -0.444 -1.764 4.455
F: -0.852 -1.995 3.196
C: -1.113 -2.423 5.469
F: -2.129 -3.245 5.191
N: -0.619 -1.809 0.272
C: -1.045 -2.427 -0.595
C: -1.586 -3.127 -1.714
C: -0.910 -4.223 -2.245
C: -1.426 -4.855 -3.363
C: -2.601 -4.395 -3.942
C: -3.270 -3.301 -3.408
C: -2.766 -2.658 -2.292
H: 0.006 -4.567 -1.785
H: -0.912 -5.709 -3.783
H: -3.001 -4.895 -4.814
H: -4.185 -2.949 -3.863
H: -3.268 -1.798 -1.869

## Properties
- energy relative to the best compared isomer or geometry (same formula, charge and spin) (kcal per mole) = 9.3
- spin multiplicity = 2
- energy (hartree) = -5985.6746
- LUMO level (alpha / beta) (eV) = -0.24 / -0.25
- highest occupied orbital energy (alpha / beta) (eV) = -7.12 / -7.26
- HOMO-LUMO gap (alpha / beta) (eV) = 6.88 / 7.01

No. 3
Computed, not measured: C32H20Cl6NO3PRe as an isolated structure in a non-equilibrium geometry, with the ωB97M-V functional and the def2-TZVPD basis.

Atoms and positions in Å:
Re: 0.144 1.013 1.184
Cl: -1.899 -2.075 1.109
C: -1.309 -1.499 2.591
C: -0.540 -0.340 2.604
C: 0.048 0.057 3.805
Cl: 1.048 1.444 3.574
C: -0.144 -0.597 5.006
Cl: 0.605 -0.068 6.443
C: -0.996 -1.726 4.995
Cl: -1.308 -2.550 6.446
C: -1.565 -2.178 3.793
Cl: -2.569 -3.553 3.786
O: -1.799 2.424 2.729
N: -1.326 2.384 1.440
C: -1.664 3.319 0.617
C: -1.311 3.398 -0.783
C: -1.378 4.669 -1.373
C: -1.108 4.851 -2.714
C: -0.831 3.752 -3.514
C: -0.763 2.485 -2.954
C: -0.951 2.293 -1.594
P: -0.907 0.592 -0.911
C: 0.174 -0.420 -1.934
C: -0.157 -1.723 -2.298
C: 0.780 -2.491 -2.969
C: 2.047 -1.991 -3.220
C: 2.391 -0.708 -2.815
C: 1.454 0.083 -2.183
C: -2.642 0.127 -1.137
C: -3.064 -0.260 -2.407
C: -4.396 -0.574 -2.613
C: -5.305 -0.463 -1.573
C: -4.887 -0.040 -0.321
C: -3.555 0.250 -0.094
H: -2.366 3.203 2.899
H: -2.279 4.140 0.981
H: -1.624 5.524 -0.761
H: -1.127 5.842 -3.139
H: -0.669 3.886 -4.570
H: -0.540 1.636 -3.584
H: -1.125 -2.133 -2.051
H: 0.532 -3.493 -3.281
H: 2.770 -2.606 -3.734
H: 3.388 -0.329 -2.989
H: 1.702 1.092 -1.878
H: -2.362 -0.329 -3.226
H: -4.718 -0.903 -3.589
H: -6.342 -0.706 -1.742
H: -5.602 0.058 0.482
H: -3.208 0.538 0.889
Cl: 7.730 -2.858 1.838
C: 6.133 -2.362 1.488
C: 5.163 -3.309 1.145
C: 3.870 -2.907 0.887
C: 3.529 -1.553 0.971
C: 4.508 -0.611 1.298
C: 5.799 -1.006 1.565
C: 2.113 -1.126 0.827
O: 1.172 -1.897 0.709
O: 1.909 0.156 0.898
H: 5.430 -4.352 1.110
H: 3.105 -3.628 0.640
H: 4.242 0.433 1.355
H: 6.549 -0.284 1.847

## Properties
- energy relative to the best compared isomer or geometry (same formula, charge and spin) (kcal per mole) = 39.2
- spin multiplicity = 4
- energy (hartree) = -4692.0708
- LUMO level (alpha / beta) (eV) = -7.47 / -8.32
- highest occupied orbital energy (alpha / beta) (eV) = -13.28 / -13.26
- total charge = +2
- HOMO-LUMO gap (alpha / beta) (eV) = 5.80 / 4.94

No. 4
Computed, not measured: C32H20CoF6N5O4PS3 as an isolated structure, with the ωB97M-V functional and the def2-TZVPD basis.

Atoms and positions in Å:
Co: 0.623 0.165 -0.505
F: -2.699 1.538 4.227
C: -2.616 0.889 3.070
F: -2.521 -0.415 3.305
F: -3.719 1.122 2.358
S: -1.170 1.488 2.117
O: -1.177 0.713 0.887
O: -1.364 2.905 1.987
N: -0.027 1.112 3.143
S: 1.381 0.527 2.786
O: 1.960 -0.180 3.880
O: 1.442 -0.115 1.481
C: 2.420 2.031 2.619
F: 3.653 1.684 2.232
F: 1.910 2.853 1.693
F: 2.493 2.682 3.770
S: 5.968 5.068 -2.485
N: 6.103 3.487 -2.194
C: 4.896 3.055 -1.874
C: 4.546 1.687 -1.524
C: 5.467 0.649 -1.425
C: 5.023 -0.595 -1.039
C: 3.661 -0.774 -0.798
N: 2.770 0.194 -0.935
C: 3.205 1.416 -1.253
C: 2.197 2.473 -1.243
N: 0.955 2.115 -0.878
C: 0.011 3.046 -0.833
C: 0.257 4.387 -1.124
C: 1.527 4.764 -1.485
C: 2.523 3.790 -1.550
C: 3.907 4.076 -1.894
N: 4.387 5.260 -2.232
H: 6.512 0.842 -1.630
H: 5.706 -1.423 -0.916
H: 3.275 -1.729 -0.468
H: -0.974 2.710 -0.544
H: -0.546 5.104 -1.050
H: 1.777 5.792 -1.714
C: 2.172 -5.750 -2.821
C: 1.085 -5.946 -1.983
C: 0.525 -4.877 -1.298
C: 1.054 -3.597 -1.441
C: 2.138 -3.405 -2.300
C: 2.693 -4.475 -2.986
P: 0.271 -2.143 -0.653
C: -0.808 -2.856 0.621
C: -2.163 -2.552 0.679
C: -2.941 -3.043 1.719
C: -2.370 -3.824 2.711
C: -1.011 -4.113 2.670
C: -0.233 -3.627 1.633
C: -0.773 -1.498 -1.981
C: -1.655 -2.125 -2.858
C: -2.313 -1.338 -3.789
C: -2.076 0.036 -3.837
C: -1.177 0.644 -2.969
C: -0.502 -0.128 -2.021
H: 2.606 -6.588 -3.351
H: 0.666 -6.937 -1.863
H: -0.324 -5.039 -0.647
H: 2.521 -2.408 -2.464
H: 3.529 -4.310 -3.654
H: -2.606 -1.927 -0.087
H: -3.996 -2.803 1.759
H: -2.979 -4.199 3.524
H: -0.558 -4.707 3.453
H: 0.829 -3.844 1.608
H: -1.816 -3.197 -2.817
H: -3.009 -1.789 -4.486
H: -2.601 0.639 -4.570
H: -1.005 1.713 -3.043

## Properties
- energy relative to the best compared isomer or geometry (same formula, charge and spin) (kcal per mole) = 0.0
- spin multiplicity = 2
- energy (hartree) = -5324.1122
- LUMO level (alpha / beta) (eV) = -0.96 / -0.96
- highest occupied orbital energy (alpha / beta) (eV) = -8.27 / -8.24
- HOMO-LUMO gap (alpha / beta) (eV) = 7.31 / 7.28